Version i
Molecular formula: C3H14NO2S2
Method: DFT, ωB97M-V/def2-TZVPD

Atoms and positions in Å:
1 N 1.3850 -2.1437 0.0083
2 C 0.6147 -1.3905 -1.1400
3 C 1.7810 -1.1465 -2.2266
4 C 0.0789 -0.0957 -0.6813
5 S -1.4519 -0.4570 0.3440
6 S -1.5693 0.7093 2.0835
7 H 1.8981 -2.9109 -0.4713
8 H 1.9640 -1.5840 0.5784
9 H 0.6268 -2.4836 0.6294
10 H -0.2946 -1.9472 -1.4983
11 H 2.3228 -2.1014 -2.3837
12 H 1.2670 -0.7914 -3.1013
13 H 2.4119 -0.2457 -1.8553
14 H 0.8132 0.4297 -0.0670
15 H -0.1077 0.4381 -1.6593
16 H -2.5314 1.5655 1.6196
17 H -0.9860 3.5269 -1.7997
18 H -1.9081 2.3206 -2.2465
19 O -1.1217 2.6279 -1.7699
20 H 2.8265 1.5031 1.8718
21 H 3.2766 1.1244 0.5016
22 O 2.6488 0.8623 1.1788

E_LUMO = -3.048 eV
Highest occupied orbital energy = -12.48 eV
Charge = +1

Version ii
Molecular formula: C3H14NO2S2
Method: DFT, ωB97M-V/def2-TZVPD

Atoms and positions in Å:
1 N -1.4767 0.2008 0.6081
2 C -0.1645 0.5077 -0.0959
3 C 0.5593 -0.8155 -0.2660
4 C 0.6350 1.5010 0.7533
5 S -0.3686 2.8860 1.3314
6 S -0.4690 2.7154 3.3466
7 H -1.9544 -0.5096 0.0904
8 H -1.2763 -0.1703 1.5390
9 H -2.1668 0.9453 0.7431
10 H -0.4168 0.9239 -1.0641
11 H 0.9603 -0.9502 -1.2698
12 H 1.3661 -0.9330 0.4394
13 H 0.0444 -1.7737 -0.1771
14 H 1.1674 0.9953 1.5623
15 H 1.4428 1.9038 0.1426
16 H 0.5026 3.5955 3.6382
17 H 5.2324 -1.9059 -5.0979
18 H 3.7416 -1.9858 -4.6552
19 O 4.6474 -2.1315 -4.3734
20 H -4.3211 -1.4551 1.5948
21 H -3.9299 -2.1990 0.3946
22 O -3.7552 -1.3451 0.8157

E_LUMO = -3.072 eV
Highest occupied orbital energy = -12.97 eV
Charge = +1

Which one is most stable, and which one is least stable? version ii is the most stable of them, while version i is the least stable.

Version i
Molecular formula: C5H15N3O
Method: DFT, ωB97M-V/def2-TZVPD

Atoms and positions in Å:
1 C 0.3389 -1.9794 -1.0795
2 C -0.5527 -0.7900 -1.5243
3 C -0.4751 -3.0434 -0.3478
4 N 1.4564 -1.5846 -0.2363
5 N -1.3316 -0.1488 -0.4775
6 H 0.7689 -2.4220 -1.9879
7 H 2.0371 -0.9075 -0.7202
8 H 1.1175 -1.1364 0.6118
9 H -0.7322 0.0102 0.3300
10 H -2.0730 -0.7712 -0.1746
11 H -1.2415 -1.1254 -2.3050
12 H 0.0957 -0.0197 -1.9621
13 H -0.8850 -2.6415 0.5795
14 H -1.2911 -3.4011 -0.9735
15 H 0.1726 -3.8796 -0.0938
16 C -0.4237 3.1020 0.4146
17 N 0.6303 2.9818 1.3983
18 C 1.0094 1.8281 1.9598
19 O 0.5456 0.7353 1.7285
20 H 1.0821 3.8355 1.6861
21 H 1.8296 1.9705 2.6873
22 H -0.0424 3.5899 -0.4836
23 H -0.7839 2.1073 0.1561
24 H -1.2519 3.6901 0.8141

E_LUMO = 0.726 eV
Highest occupied orbital energy = -8.42 eV
Charge = 0
Structure (SMILES) = C[C@H](N)CN.CNC=O

Version ii
Molecular formula: C5H15N3O
Method: DFT, ωB97M-V/def2-TZVPD

Atoms and positions in Å:
1 C -0.0486 0.3905 0.3009
2 C -1.6808 -0.7399 -1.1272
3 C 1.1645 0.1984 -1.7638
4 C -0.4641 1.8278 0.1466
5 C -2.7734 -0.7709 -0.1253
6 N 0.7574 -0.3004 -0.4661
7 N 2.6483 -0.0873 0.8959
8 N 2.2457 -0.6330 2.1228
9 O -0.2844 -0.0471 1.5450
10 H 0.4000 -0.7380 1.7662
11 H 2.8306 -0.8858 0.2890
12 H 2.5458 -0.0539 2.9005
13 H 2.5270 -1.5915 2.3265
14 H -1.1986 -1.6735 -1.3834
15 H -1.7116 -0.0009 -1.9171
16 H 2.2518 0.3054 -1.7729
17 H 0.7550 1.1656 -2.0691
18 H 0.9146 -0.5449 -2.5222
19 H -0.6116 2.1131 -0.8911
20 H -1.3857 1.9940 0.7020
21 H 0.3191 2.4513 0.5837
22 H -2.4080 -1.1191 0.8480
23 H -3.5712 -1.4722 -0.4122
24 H -3.2217 0.2124 0.0233

E_LUMO (spin up / spin down) = 0.965 / 0.896 eV
Highest occupied orbital energy (spin up / spin down) = -7.64 / -6.79 eV
Charge = 0

Version iii
Molecular formula: C5H15N3O
Method: DFT, ωB97M-V/def2-TZVPD

Atoms and positions in Å:
1 C -1.5488 -0.1861 0.0052
2 C -1.9583 -1.5498 0.4814
3 O -0.5112 1.6302 -1.3686
4 H -0.5607 2.4875 -0.9249
5 H -1.6861 -0.0996 -1.0642
6 H -2.0398 0.6242 0.5339
7 H -3.0013 -1.6747 0.1575
8 H -1.8638 -1.6751 1.5598
9 H -1.4244 -2.3558 -0.0270
10 C 0.2676 0.8629 1.7941
11 C 1.1353 -0.2142 -1.9760
12 N 0.2190 -0.0656 0.6729
13 C 1.0364 0.7649 -0.8374
14 N 0.9418 -1.2668 0.9933
15 N 2.0158 1.5709 -0.6798
16 H 0.7222 -2.0004 0.3248
17 H 1.9381 -1.0914 0.8483
18 H 1.8748 2.2282 0.0841
19 H -0.3554 1.7358 1.6037
20 H 1.2866 1.2469 1.9194
21 H 0.0022 0.3608 2.7254
22 H 1.9981 -0.8714 -1.8341
23 H 0.2165 -0.7881 -2.0853
24 H 1.2954 0.3267 -2.9065

E_LUMO = 0.650 eV
Highest occupied orbital energy = -7.97 eV
Charge = 0

Which one is most stable, and which one is least stable? version i is the most stable of them, while version iii is the least stable.

Version i
Molecular formula: CH4N2O
Method: DFT, ωB97M-V/def2-TZVPD

Atoms and positions in Å:
1 C 0.3753 -0.5647 0.5125
2 N -0.2437 0.1545 -0.4003
3 N -0.2761 -0.2547 -1.6015
4 O 0.4532 -0.0649 1.7579
5 H 0.9434 -1.4277 0.3145
6 H -0.8474 0.9486 0.1033
7 H -0.6164 0.3687 -2.3989
8 H 0.2118 0.8401 1.7125

E_LUMO = 0.543 eV
Highest occupied orbital energy = -6.98 eV
Charge = 0

Version ii
Molecular formula: CH4N2O
Method: DFT, ωB97M-V/def2-TZVPD

Atoms and positions in Å:
1 C 0.0397 -0.2361 -0.0500
2 N -0.8621 1.2757 1.4333
3 N 0.1259 0.5067 1.1761
4 O -0.7381 1.9618 2.4446
5 H 0.8297 -0.9467 -0.0921
6 H -0.9530 -0.7760 0.0941
7 H 0.1890 0.5096 -0.9503
8 H 0.8863 0.4115 1.9088

E_LUMO = 0.957 eV
Highest occupied orbital energy = -9.29 eV
Charge = 0
Structure (SMILES) = CNN=O

Version iii
Molecular formula: CH4N2O
Method: DFT, ωB97M-V/def2-TZVPD

Atoms and positions in Å:
1 C 0.9478 0.2163 0.3020
2 N -3.1082 0.2015 0.2880
3 N -2.3721 -0.0890 -0.4396
4 O 0.2630 -0.1735 -0.8712
5 H 2.0678 0.3379 0.1266
6 H 0.9433 -0.5975 0.9611
7 H 0.5106 1.0312 0.8734
8 H 0.7478 -0.9269 -1.2402

E_LUMO = 1.020 eV
Highest occupied orbital energy = -10.28 eV
Charge = 0
Structure (SMILES) = N#N.CO

Version iv
Molecular formula: CH4N2O
Method: DFT, ωB97M-V/def2-TZVPD

Atoms and positions in Å:
1 C -0.4992 0.1633 0.8640
2 H 0.5575 -0.1762 -2.0390
3 H 0.3707 -1.4659 0.1398
4 H -1.0333 -0.3914 1.7362
5 H 0.2670 1.3647 -0.2858
6 N -0.3365 -0.7174 -0.2565
7 N -0.0016 1.2906 0.8537
8 O 0.6754 -0.0677 -1.0123

E_LUMO = 0.657 eV
Highest occupied orbital energy = -9.69 eV
Charge = 0
Structure (SMILES) = [H]/N=C\NO

Which one is most stable, and which one is least stable? version iii is the most stable of them, while version i is the least stable.

Version i
Molecular formula: CH4N2O
Method: DFT, ωB97M-V/def2-TZVPD

Atoms and positions in Å:
1 C -1.0388 0.5611 -0.6531
2 N -0.0573 0.5290 0.8631
3 N 0.9650 -0.2554 0.7393
4 O -0.0207 1.4945 -0.2658
5 H -0.7595 0.0091 -1.4714
6 H -2.0938 0.8820 -0.5282
7 H 0.6457 -1.2276 0.5603
8 H 1.3643 -0.0372 -0.1722

E_LUMO = 0.883 eV
Highest occupied orbital energy = -8.81 eV
Charge = 0
Structure (SMILES) = NN1CO1

Version ii
Molecular formula: CH4N2O
Method: DFT, ωB97M-V/def2-TZVPD

Atoms and positions in Å:
1 C 0.8095 -0.2800 -0.1692
2 N 1.8729 0.2027 0.1538
3 N -1.7914 0.0865 0.1414
4 O -0.1551 0.5952 -0.4632
5 H 0.5846 -1.4117 -0.3084
6 H 2.6253 -0.4166 0.3885
7 H -2.3474 0.4372 -0.5811
8 H -1.5985 0.7867 0.8383

E_LUMO = -0.512 eV
Highest occupied orbital energy = -10.15 eV
Charge = 0

Version iii
Molecular formula: CH4N2O
Method: DFT, ωB97M-V/def2-TZVPD

Atoms and positions in Å:
1 C 0.5229 0.5901 0.4036
2 H -1.8215 -0.7620 -0.6855
3 H 0.0678 -1.1858 1.0726
4 H 0.8427 0.8542 1.3932
5 H 0.5999 0.8101 -1.4166
6 N -0.4665 -0.4647 0.5564
7 N 1.0735 1.1304 -0.5977
8 O -0.8188 -0.9723 -0.7261

E_LUMO = 0.839 eV
Highest occupied orbital energy = -10.01 eV
Charge = 0
Structure (SMILES) = [H]/N=C\NO

Which one is most stable, and which one is least stable? version iii is the most stable of them, while version i is the least stable.

Version i
Molecular formula: C7H17N2O
Method: DFT, ωB97M-V/def2-TZVPD

Atoms and positions in Å:
1 C 1.8948 1.4768 -0.2838
2 C 1.9218 -0.0380 -0.2859
3 C 0.6088 2.1161 -0.6329
4 C -1.1663 0.7301 0.1689
5 C -1.8240 0.3085 1.4189
6 C -2.4665 -0.8272 -1.1498
7 C 1.2214 -2.2121 0.7664
8 N -1.4052 0.2038 -0.9694
9 N 1.2122 -0.6573 0.8142
10 O -0.3390 1.6567 0.3477
11 H 2.0775 1.9134 0.6578
12 H 2.6363 1.6660 -1.0664
13 H 1.5490 -0.3584 -1.2989
14 H 2.8897 -0.3861 -0.3115
15 H 0.7115 3.1967 -0.7206
16 H 0.3615 1.7674 -1.6316
17 H -2.1881 -0.7346 1.4428
18 H -2.6728 0.8632 1.7913
19 H -1.1405 0.4315 2.1949
20 H -2.0369 -1.8404 -0.7223
21 H -3.3809 -0.5854 -0.5617
22 H -2.6712 -1.0655 -2.1553
23 H 0.9353 -2.5724 -0.2257
24 H 2.1820 -2.7599 0.9882
25 H 0.4174 -2.3721 1.4773
26 H -0.8690 0.4535 -1.7507
27 H 1.5412 -0.3744 1.6983

E_LUMO = -2.676 eV
Highest occupied orbital energy = -12.56 eV
Charge = +1
Structure (SMILES) = CNCCCO/C(C)=[NH+]/C

Version ii
Molecular formula: C7H17N2O
Method: DFT, ωB97M-V/def2-TZVPD

Atoms and positions in Å:
1 C -1.3030 -1.3010 0.7825
2 C -1.2316 1.4885 1.3814
3 C -1.5302 1.4004 -1.1705
4 C 2.2024 0.3510 1.2641
5 C 1.2411 -1.7226 -1.7044
6 C -0.6082 1.0914 0.0541
7 C -0.1060 -0.3536 0.2327
8 N 0.9066 -0.4415 1.1875
9 N 0.0835 -0.8987 -1.2235
10 O -2.0366 -1.8697 0.0486
11 H -1.0294 -1.4544 1.8570
12 H -2.1659 0.8810 1.3640
13 H -0.6047 1.0472 2.1500
14 H -1.3975 2.5655 1.3448
15 H -2.2522 0.5922 -1.2998
16 H -0.7970 1.5900 -1.9266
17 H -2.2083 2.2846 -0.9956
18 H 2.8130 0.4919 0.3594
19 H 2.0349 1.3575 1.5540
20 H 2.8092 -0.1531 2.0019
21 H 1.3061 -2.8238 -1.3226
22 H 1.0946 -1.8873 -2.7857
23 H 2.1589 -1.0894 -1.3594
24 H 0.3874 1.5991 0.0710
25 H 1.0360 -1.3982 1.3816
26 H -0.0655 0.0384 -1.7485
27 H -0.7376 -1.3855 -1.4982

E_LUMO = -3.318 eV
Highest occupied orbital energy = -14.00 eV
Charge = +1
Structure (SMILES) = CN[C@](C=O)([NH2+]C)C(C)C

Which one is most stable, and which one is least stable? version i is the most stable of them, while version ii is the least stable.